[1]
16
Properties=species:S:1:pos:R:3:forces:R:3:nbo_charge:R:1 method="wB97M-V/def2-TZVPD" homo_ev="-6.7 / -6.7" e_above_lowest_kj_mol=593.2 homo_lumo_gap_ev="7.365 / 7.365" fmax_ev_per_a=0.37
C -0.568857 0.349213 -1.634136 -0.016 0.111 -0.036 -0.68
C 0.353641 0.164991 -0.455366 -0.022 -0.262 -0.260 -0.01
C 1.336290 -0.947368 -0.715097 0.083 0.018 0.070 -0.69
C -0.676424 1.098034 1.284363 -0.107 0.223 0.240 -0.07
C -0.280680 -0.125600 1.960884 0.028 0.042 0.152 -0.13
O -0.704354 -0.494748 0.646467 0.054 -0.061 -0.228 -0.47
H -0.966483 -0.598002 -2.047648 0.077 0.075 0.109 0.17
H -0.003498 0.843402 -2.434416 -0.059 -0.088 0.111 0.22
H -1.422666 0.996636 -1.401197 0.150 -0.072 -0.056 0.20
H 0.868065 -1.855550 -1.144040 -0.028 0.134 0.096 0.18
H 1.898834 -1.246945 0.178609 -0.087 0.094 -0.127 0.20
H 2.074722 -0.581678 -1.441313 -0.126 -0.050 0.105 0.22
H -1.740043 1.318440 1.284518 0.144 -0.085 0.012 0.21
H -0.007986 1.905862 1.042110 -0.075 -0.143 0.014 0.25
H -0.940228 -0.547139 2.718537 0.116 0.056 -0.120 0.20
H 0.779669 -0.279547 2.157724 -0.133 0.007 -0.082 0.21

***

[2]
16
Properties=species:S:1:pos:R:3:forces:R:3:nbo_charge:R:1 method="wB97M-V/def2-TZVPD" homo_ev=-8.0 e_above_lowest_kj_mol=312.2 homo_lumo_gap_ev=8.899 smiles=C[C@@H]1[C@H](C)[C@@H]1O fmax_ev_per_a=2.43
C -0.499329 0.659338 -1.635722 0.081 0.168 0.083 -0.64
C -1.039528 -0.160969 -0.487367 0.601 0.854 0.792 -0.36
C -0.324732 -0.171921 1.038226 0.696 -0.330 0.327 -0.18
C 0.783746 0.718226 1.482562 0.290 0.012 0.016 -0.63
C -0.155209 -1.245084 0.057821 -0.088 -0.288 0.558 0.07
O 1.171415 -1.239077 -0.407255 -0.007 -0.213 -0.382 -0.71
H -0.593182 0.097785 -2.578234 -0.018 0.021 0.304 0.21
H -1.085408 1.570597 -1.772796 0.115 -0.021 0.074 0.22
H 0.559294 0.917754 -1.530682 -0.089 0.118 -0.029 0.21
H -1.648663 0.360743 0.261538 -1.936 -0.692 -1.293 0.29
H -1.059241 -0.434390 1.810974 0.064 0.438 -0.421 0.21
H 1.189934 1.285033 0.642947 0.078 -0.044 0.104 0.22
H 1.580168 0.098392 1.895702 0.228 0.185 0.078 0.22
H 0.441440 1.423077 2.248183 0.056 -0.140 -0.165 0.21
H -0.532921 -2.244999 0.257856 -0.007 -0.039 -0.041 0.17
H 1.212217 -1.634505 -1.283754 -0.063 -0.028 -0.003 0.47